Entry 1:
46
Properties=species:S:1:pos:R:3 method="wB97M-V/def2-TZVPD" spin_multiplicity=4 s2=3.78 gap_ev="6.983 / 7.559" de_lowest_kcal_mol=0.0 fmax_ev_per_a=4.045
V -0.9054 -0.8194 -1.1576
S -2.6324 -2.3372 -1.1904
C -3.3574 -1.0859 -0.2339
S -2.6426 0.4858 -0.4617
C -4.3525 -1.3011 0.6857
C -4.8260 -0.2486 1.5191
N -5.2002 0.5878 2.2171
C -4.9266 -2.5888 0.8766
N -5.3993 -3.6269 1.0359
C 2.7999 -0.3512 0.7728
C 2.0779 -1.6734 1.0360
As 0.1175 -1.4814 0.9234
C -0.2874 -0.4932 2.5745
C -0.2361 1.0250 2.4013
C -0.4453 -3.2985 1.4150
C 0.0588 -3.8109 2.7614
H 3.8751 -0.5034 0.6758
H 2.6297 0.3467 1.5929
H 2.4297 0.1118 -0.1444
H 2.3475 -2.0679 2.0154
H 2.3479 -2.4197 0.2861
H 0.4159 -0.8209 3.3409
H -1.2895 -0.8013 2.8782
H 0.7798 1.3725 2.2053
H -0.5967 1.5190 3.3037
H -0.8693 1.3345 1.5718
H -0.1254 -3.9594 0.6070
H -1.5353 -3.2840 1.3956
H 1.1452 -3.9075 2.7772
H -0.3663 -4.7940 2.9640
H -0.2412 -3.1455 3.5714
C 2.4126 2.2995 -3.7932
C 1.2057 2.6322 -2.9054
C 1.6372 3.4648 -1.6822
C 0.1321 3.3822 -3.7084
C 0.6320 1.3937 -2.3794
N 0.2160 0.4625 -1.8287
H 2.8830 3.2265 -4.1197
H 2.1007 1.7388 -4.6743
H 3.1497 1.7079 -3.2495
H 2.0799 4.4023 -2.0180
H 2.3711 2.9246 -1.0834
H 0.7748 3.6869 -1.0534
H 0.5358 4.3364 -4.0459
H -0.7470 3.5723 -3.0926
H -0.1736 2.8065 -4.5819

***

Entry 2:
2
Properties=species:S:1:pos:R:3 method="wB97M-V/def2-TZVPD" spin_multiplicity=1 gap_ev=6.175 de_lowest_kcal_mol=131.9 fmax_ev_per_a=5.486
C 0.0000 0.0000 1.1626
C 0.0000 0.0000 -1.1626

***

Entry 3:
15
Properties=species:S:1:pos:R:3 method="wB97M-V/def2-TZVPD" spin_multiplicity=3 s2=2.01 gap_ev="5.776 / 6.439" de_lowest_kcal_mol=14.6 fmax_ev_per_a=8.682
C -2.4700 0.3421 0.2932
C 1.8590 0.9847 -0.2591
N -1.5026 -0.3047 -0.4669
O 0.4265 -1.9155 -0.7628
O 0.1959 -0.9394 1.5620
O 2.8707 0.0763 0.1897
P -0.2523 -0.8949 0.1640
H -3.0584 1.2050 -0.2645
H -2.1930 0.7382 1.3257
H -3.3770 -0.2769 0.4393
H 0.9728 0.3137 -0.6391
H 2.1648 1.3355 -1.2934
H 1.7781 1.6952 0.4964
H 0.2707 -2.0817 -1.6628
H 2.3146 -0.2776 0.8785

***

Entry 4:
73
Properties=species:S:1:pos:R:3 method="wB97M-V/def2-TZVPD" charge=+2 spin_multiplicity=1 gap_ev=4.379 de_lowest_kcal_mol=28.4 fmax_ev_per_a=1.733
Pt 0.2989 -0.0669 -0.2677
Cl -4.8312 0.3682 -4.8819
C -3.2802 0.3167 -4.1517
C -3.1894 0.1702 -2.7834
C -1.9622 0.1249 -2.1391
N -1.8323 -0.0287 -0.6548
C -2.5120 0.3554 1.7194
O -3.5717 0.3035 2.2542
C -1.2229 0.1788 2.4656
C -1.3810 0.2351 3.8448
C -0.2711 0.2086 4.6713
C 0.9672 0.1629 4.0668
C 1.0361 0.0953 2.6869
N -0.0194 0.0564 1.8724
C -0.7827 0.2097 -2.8929
C -0.8823 0.3600 -4.2778
C -2.1129 0.4165 -4.9035
Cl -2.1808 0.6010 -6.6017
N 0.4222 0.1326 -2.2049
C 1.6433 0.2374 -2.7916
O 1.8938 0.4088 -3.9656
C 2.7419 0.0987 -1.7843
C 4.0487 0.1478 -2.2253
C 5.0777 -0.0289 -1.3183
C 4.7369 -0.2778 0.0001
C 3.4053 -0.3078 0.3629
N 2.4011 -0.0948 -0.4961
H -4.1157 0.0872 -2.2544
H -2.3783 0.3191 4.2496
H -0.3790 0.2523 5.7467
H 1.8841 0.1799 4.6396
H 1.9961 0.0946 2.2159
H 0.0139 0.4298 -4.8688
H 4.2100 0.3156 -3.2809
H 6.1120 0.0027 -1.6334
H 5.4892 -0.4609 0.7542
H 3.1684 -0.5618 1.3792
S -2.2021 6.3666 0.5342
C -3.3255 7.6223 0.4212
C -4.6161 7.1811 0.2111
C -4.6910 5.7968 0.1364
C -3.4510 5.1710 0.2919
C -3.1710 3.7949 0.2592
C -1.8045 3.3152 0.4661
N -1.4579 2.0977 0.3836
C -2.4253 1.0821 0.1878
C -3.8547 1.4891 -0.0444
C -4.9341 0.5699 -0.1370
C -4.8878 -0.7756 -0.1779
C -3.7662 -1.6808 -0.1930
C -4.0619 -3.0271 -0.0031
C -3.0769 -3.9885 0.2017
C -1.7731 -3.5130 0.2592
N -1.4539 -2.2397 0.0222
C -2.3848 -1.3458 -0.1895
C -3.3938 -5.4085 0.3671
C -2.5235 -6.4582 0.4525
C -3.1797 -7.7075 0.5892
C -4.5323 -7.5868 0.6051
S -5.0313 -5.9544 0.4529
C -4.1492 2.8280 0.0275
H -2.9947 8.6471 0.5100
H -5.4613 7.8461 0.1172
H -5.6169 5.2616 -0.0197
H -1.0104 4.0292 0.6695
H -5.9186 1.0238 -0.1472
H -5.8518 -1.2750 -0.1795
H -5.1072 -3.3157 0.0015
H -0.9357 -4.1654 0.4718
H -1.4471 -6.3635 0.4055
H -2.6651 -8.6541 0.6685
H -5.2696 -8.3682 0.7023
H -5.1830 3.1233 -0.0956

***

Entry 5:
12
Properties=species:S:1:pos:R:3 method="wB97M-V/def2-TZVPD" spin_multiplicity=1 gap_ev=9.810 de_lowest_kcal_mol=41.1 fmax_ev_per_a=1.791
C 0.4285 1.1523 -0.2514
C 0.7317 -0.3714 -0.5105
C -0.3722 1.2705 1.0037
C -0.5566 -1.2025 -0.5486
N -0.6758 -2.3699 -0.1208
O 1.8355 -0.8348 -0.5431
O -1.0774 0.4018 1.4474
H 0.1256 -2.7253 0.4012
H -0.2400 2.2302 1.5265
H 1.3597 1.7230 -0.1930
H -0.1835 1.4971 -1.0891
H -1.3756 -0.7709 -1.1222

***

Entry 6:
16
Properties=species:S:1:pos:R:3 method="wB97M-V/def2-TZVPD" charge=+1 spin_multiplicity=1 gap_ev=7.608 de_lowest_kcal_mol=120.0 fmax_ev_per_a=4.939
C 1.2573 -0.6839 -0.6035
C 1.4463 0.7611 -0.9019
C -0.1178 2.1829 0.3049
C -0.2438 -2.2734 0.3313
N -0.1262 1.7740 -2.1322
N 0.2985 1.6073 -0.9605
N 0.1856 -1.0598 -0.0976
S 2.9074 1.3330 -1.3622
H 2.2110 -1.2766 -0.8203
H -0.8833 1.5374 0.8114
H 0.8309 2.0450 0.9144
H -0.4019 3.2797 0.3614
H -0.8475 -2.0637 1.2147
H 0.3919 -3.1268 0.4691
H -1.0354 -2.6903 -0.3698
H -0.8639 2.3602 -2.3617

***

Entry 7:
10
Properties=species:S:1:pos:R:3 method="wB97M-V/def2-TZVPD" spin_multiplicity=1 gap_ev=7.989 de_lowest_kcal_mol=49.2 fmax_ev_per_a=3.946
C 0.8532 -0.6493 -0.3258
C -0.5002 -1.0169 -0.1813
C 1.2232 0.6508 -0.2136
C -1.4546 -0.1041 -0.1618
P 0.0147 2.0003 -0.0728
Br -3.2392 -0.2021 0.1561
H 1.4780 -1.5419 -0.3583
H -0.5924 -2.1530 -0.0403
H 2.2835 1.0842 -0.0883
H -0.0662 1.9320 1.2861

***

Entry 8:
47
Properties=species:S:1:pos:R:3 method="wB97M-V/def2-TZVPD" spin_multiplicity=1 gap_ev=8.942 smiles="CCCCN/C(N)=C(/C(=O)OCC)C(=O)c1ccc(OC)cc1" de_lowest_kcal_mol=23.1 fmax_ev_per_a=0.585
C 3.3092 -0.6207 2.7973
H 3.0293 0.4075 2.5823
C 3.2253 -0.9074 4.2921
C 1.8798 -0.5399 4.9205
H 1.6946 0.5277 4.7892
H 1.9338 -0.7395 5.9928
C 0.6968 -1.3172 4.3425
N 0.2614 -0.7233 3.1031
C -0.4006 -1.3303 2.1255
N -0.8489 -2.5852 2.2846
H -1.4312 -2.9300 1.5206
H -0.9190 -2.9876 3.2020
C -0.5919 -0.6501 0.8850
C 0.1131 0.5777 0.6297
C 0.2564 1.0226 -0.7809
C 0.6860 0.1428 -1.7664
C 0.8928 0.5737 -3.0639
C 0.6662 1.9053 -3.3975
C 0.2535 2.7960 -2.4054
C 0.0670 2.3610 -1.1123
H -0.2419 3.0526 -0.3434
H 0.0915 3.8269 -2.6784
O 0.8220 2.4351 -4.6441
C 1.2461 1.5915 -5.6859
H 0.5336 0.7788 -5.8625
H 2.2360 1.1688 -5.4845
H 1.2988 2.2214 -6.5727
H 1.2305 -0.1357 -3.8034
H 0.8684 -0.8927 -1.5162
O 0.6755 1.2435 1.5137
H 0.5999 0.2157 2.8376
C -1.5549 -1.1860 -0.0507
O -2.0178 -2.3235 -0.0183
O -1.9802 -0.2885 -0.9595
C -2.9298 -0.7350 -1.9189
C -4.3535 -0.6407 -1.3862
H -4.5629 0.3753 -1.0606
H -4.4766 -1.3153 -0.5426
H -5.0564 -0.9186 -2.1666
H -2.7006 -1.7694 -2.1972
H -2.7881 -0.0770 -2.7796
H 0.9922 -2.3606 4.1789
H -0.1319 -1.3047 5.0653
H 4.0029 -0.3380 4.8063
H 3.4260 -1.9673 4.4691
H 4.3268 -0.7786 2.4465
H 2.6539 -1.2780 2.2319

***

Entry 9:
15
Properties=species:S:1:pos:R:3 method="wB97M-V/def2-TZVPD" charge=-1 spin_multiplicity=1 gap_ev=9.183 de_lowest_kcal_mol=0.0 fmax_ev_per_a=0.670
O 0.7252 1.1564 0.3579
C 1.4048 0.1194 0.5429
O 1.0490 -1.0627 0.3161
C 2.8207 0.3291 1.0959
H 3.4296 -0.5803 1.0092
H 3.2909 1.1591 0.5707
H 2.7164 0.6232 2.1432
N -1.4151 -1.2367 -0.9195
C -2.4162 -0.3328 -0.9150
N -1.9992 0.9426 -0.6909
O -3.5870 -0.6162 -1.1564
H -1.7544 -2.1681 -0.9468
H -0.5110 -1.0694 -0.4630
H -1.0494 1.1018 -0.3715
H -2.7044 1.6346 -0.5728

***

Entry 10:
87
Properties=species:S:1:pos:R:3 method="wB97M-V/def2-TZVPD" charge=+2 spin_multiplicity=2 s2=0.86 gap_ev="6.977 / 7.040" de_lowest_kcal_mol=26.4 fmax_ev_per_a=0.271
Ti -1.0199 -0.5739 1.1420
N -3.9657 0.5642 0.4193
P -2.4500 1.2474 0.0488
C -2.1069 0.8317 -1.6715
C -3.0780 0.3577 -2.5520
C -2.7195 0.0028 -3.8416
C -1.3958 0.1077 -4.2540
C -0.4250 0.5716 -3.3795
C -0.7762 0.9289 -2.0856
C -2.7991 2.9983 0.1925
C -2.7848 3.8248 -0.9266
C -3.0408 5.1809 -0.7765
C -3.3131 5.7004 0.4805
C -3.3321 4.8709 1.5971
C -3.0688 3.5200 1.4584
C -4.1190 -0.7791 0.6713
C -5.3963 -1.3453 0.6715
C -5.5290 -2.6964 0.8688
C -4.3859 -3.4752 1.0548
C -3.1692 -2.8512 1.0693
N -3.0061 -1.5096 0.9032
H -4.8089 1.0894 0.2362
H -4.1107 0.2735 -2.2361
H -3.4731 -0.3545 -4.5308
H -1.1238 -0.1770 -5.2614
H 0.6040 0.6554 -3.7024
H -0.0179 1.3046 -1.4065
H -2.5679 3.4182 -1.9065
H -3.0304 5.8287 -1.6421
H -3.5122 6.7574 0.5936
H -3.5438 5.2818 2.5747
H -3.0660 2.8758 2.3307
H -6.2575 -0.7133 0.5031
H -6.5108 -3.1507 0.8657
H -4.4427 -4.5448 1.1877
H -2.2656 -3.4228 1.2099
Br 2.0393 1.1828 0.5895
C 2.0189 3.0334 1.1672
Br 0.4029 3.9376 0.6782
H 2.8590 3.5189 0.6874
H 2.1124 3.0376 2.2453
S -0.7985 0.7609 3.1677
C 0.4488 0.1620 4.2182
N 0.2835 0.3866 5.5435
C 1.1684 0.0280 6.4964
C 2.3207 -0.6172 6.1441
C 2.5421 -0.8742 4.7879
C 1.6232 -0.4867 3.8358
H -0.5673 0.8619 5.8229
H 0.9034 0.2806 7.5125
H 3.0309 -0.9067 6.9032
H 3.4481 -1.3749 4.4714
H 1.8175 -0.6623 2.7866
C -0.6102 -4.1098 -3.9852
C -1.5313 -3.4040 -3.2243
C -1.1372 -2.8157 -2.0325
C 0.1771 -2.9293 -1.5701
C 1.0908 -3.6449 -2.3516
C 0.7018 -4.2257 -3.5506
Si 0.6712 -2.2723 0.1041
C 2.5215 -2.0544 0.2122
C 3.2256 -1.4292 -0.8228
C 4.5999 -1.2590 -0.7502
C 5.2961 -1.7081 0.3630
C 4.6168 -2.3375 1.3974
C 3.2419 -2.5084 1.3222
C 0.1312 -3.4797 1.4520
C 0.1119 -4.8621 1.2412
C -0.3303 -5.7278 2.2299
C -0.7838 -5.2326 3.4478
C -0.8034 -3.8656 3.6749
C -0.3462 -3.0078 2.6816
H -0.9143 -4.5701 -4.9161
H -2.5559 -3.3111 -3.5611
H -1.8752 -2.2573 -1.4629
H 2.1175 -3.7543 -2.0225
H 1.4217 -4.7754 -4.1421
H 2.6961 -1.0807 -1.7035
H 5.1297 -0.7823 -1.5642
H 6.3691 -1.5822 0.4174
H 5.1664 -2.7173 2.2495
H 2.7267 -3.0326 2.1212
H 0.4437 -5.2643 0.2911
H -0.3245 -6.7953 2.0532
H -1.1282 -5.9142 4.2139
H -1.1800 -3.4718 4.6106
H -0.3966 -1.9354 2.8927

***

Entry 11:
153
Properties=species:S:1:pos:R:3 method="wB97M-V/def2-TZVPD" spin_multiplicity=1 gap_ev=7.923 fmax_ev_per_a=3.716
Cu 1.3185 1.8217 -1.7699
O 4.0407 -2.3092 -0.8748
V 2.7032 -1.4026 -0.9598
O 1.6960 -2.1039 -1.9748
Cl -0.1406 0.4474 -0.4881
Cl 3.2953 0.4081 -2.3048
C 4.3614 3.8248 -0.8940
C 2.9438 4.3926 -0.7659
O 1.9467 3.3947 -0.3043
H 4.9820 4.5440 -1.4059
H 4.3792 2.9144 -1.5054
H 4.8033 3.5772 0.0856
H 2.8077 4.7333 -1.8005
H 3.0088 5.2909 -0.1536
H 1.5520 3.6103 0.5468
C -1.5774 -1.2481 -4.1693
C -0.7517 -1.0506 -5.4675
O 0.5553 -0.5231 -5.0123
H -1.0183 -1.9261 -3.5116
H -2.5692 -1.7338 -4.3004
H -1.7298 -0.3160 -3.5891
H -1.2087 -0.2775 -6.0795
H -0.6556 -1.9626 -6.0810
H 1.0489 -1.1196 -4.4099
C -2.3324 3.7443 0.1771
C -3.1281 2.7084 -0.7221
O -2.4052 2.1711 -1.8454
H -1.4196 3.2376 0.5152
H -3.0687 3.8762 0.9541
H -2.1248 4.6496 -0.4579
H -3.9996 3.1385 -1.1852
H -3.4948 1.8578 -0.0642
H -1.7683 1.6227 -1.3924
C -0.0266 5.9215 2.1694
C 1.1300 5.4393 3.0454
O 1.5755 4.2558 2.3846
H -0.7210 6.6029 2.6903
H -0.6281 5.0908 1.7754
H 0.3382 6.3757 1.2527
H 0.7998 5.0635 4.0453
H 1.9508 6.1566 3.0426
H 2.2549 3.7577 2.8401
C -2.9420 -5.2617 -0.2359
C -2.7530 -4.6513 -1.6156
C -3.8114 -5.2242 -2.6737
C -5.2029 -4.7108 -2.3082
C -5.2076 -3.1680 -2.1120
C -4.0993 -2.4930 -1.3196
N -2.8346 -3.1496 -1.5916
O -1.7574 -2.7401 -0.8218
C -3.9718 -0.9628 -1.6655
C -4.3639 -2.4812 0.1611
C -1.4177 -5.0701 -2.2504
H -2.5410 -6.2832 -0.2548
H -3.9788 -5.2754 0.0909
H -2.4378 -4.7046 0.5667
H -3.5269 -4.9445 -3.7072
H -3.8689 -6.3075 -2.6006
H -5.5722 -5.2113 -1.3971
H -5.9535 -5.0253 -3.0350
H -6.1437 -2.8615 -1.6479
H -5.2733 -2.7508 -3.1117
H -3.7999 -0.7482 -2.7274
H -4.7960 -0.3468 -1.2145
H -3.0047 -0.7571 -1.1954
H -5.3144 -1.9315 0.2810
H -4.5943 -3.5008 0.5221
H -3.5883 -1.8844 0.6960
H -1.3038 -4.5287 -3.1692
H -1.4046 -6.1594 -2.4991
H -0.6022 -4.7244 -1.5571
H -1.2470 -2.2042 -1.4368
C -1.3373 2.3477 6.0634
C -1.2377 1.8127 4.5776
C 0.1657 1.3508 4.4957
C 0.3391 0.5005 3.1768
C -0.5793 -0.7220 3.0371
C -2.0165 -0.3972 3.3547
N -2.0902 0.6098 4.4676
O -3.3968 1.1229 4.4916
C -2.6397 0.2057 2.0336
C -2.7492 -1.6299 3.8998
C -1.4809 2.9654 3.5915
H -2.3727 2.6513 6.2264
H -0.7383 3.2764 6.2567
H -1.1333 1.5155 6.7249
H 0.9043 2.1834 4.4372
H 0.5156 0.6902 5.3546
H 1.3773 0.1199 3.1179
H 0.1836 1.0763 2.2734
H -0.1744 -1.4908 3.6684
H -0.3984 -1.0166 2.0443
H -2.1229 1.1267 1.8075
H -2.3708 -0.4291 1.1959
H -3.7176 0.3707 2.0180
H -2.7474 -2.3359 3.0506
H -2.2921 -2.0694 4.7842
H -3.7991 -1.3497 4.0898
H -1.1872 2.7307 2.6103
H -0.6960 3.6815 3.9032
H -2.4417 3.3849 3.6983
H -3.7997 0.7947 5.3207
C 3.2850 -4.3774 0.9101
C 1.8815 -4.0813 0.4950
C 0.9353 -4.9750 1.2516
O 0.8127 -4.4261 2.6019
C -0.4139 -4.8695 3.1669
N 1.6162 -2.6187 0.6835
H 3.3428 -4.0346 1.9487
H 3.9880 -3.8545 0.2726
H 3.4961 -5.4127 0.8937
H 1.6972 -4.2632 -0.5775
H 1.4220 -5.9217 1.2314
H -0.0537 -5.0678 0.7940
H -0.4791 -5.9749 3.0984
H -1.1567 -4.4256 2.5043
H -0.5791 -4.5265 4.1546
H 1.9679 -2.2902 1.5919
H 0.6145 -2.4223 0.6249
C 0.0942 4.5420 -3.5519
C 0.1385 3.2347 -4.3652
C 1.3793 3.1440 -5.2740
O 2.5404 3.1933 -4.4866
C 3.6863 3.0458 -5.2214
N 0.0538 2.0909 -3.3649
H -0.6701 4.4683 -2.7836
H -0.2219 5.3131 -4.2970
H 1.1214 4.6425 -3.2099
H -0.7208 3.2062 -5.0308
H 1.2871 4.0823 -5.8783
H 1.4942 2.2589 -5.8941
H 3.9694 3.9893 -5.7401
H 3.6285 2.2208 -5.9338
H 4.5463 2.8389 -4.5692
H 0.0681 1.2204 -3.8985
H -0.8704 2.1890 -2.9229
C 4.4687 -0.8689 2.3734
C 4.2724 0.2463 1.4331
C 5.4659 0.4538 0.4710
O 6.4902 1.0736 1.1017
C 7.6035 1.3670 0.1313
N 3.0756 0.2061 0.6952
H 5.4779 -0.8499 2.8191
H 4.2952 -1.8235 1.8985
H 3.6910 -0.8352 3.1096
H 4.2942 1.1696 2.0351
H 5.0900 1.0946 -0.3009
H 5.7205 -0.5731 0.0627
H 8.3967 1.9824 0.5768
H 7.0898 1.8533 -0.6641
H 8.0441 0.4711 -0.2742
H 3.0131 1.0055 0.0593
H 2.2327 0.2184 1.2723